one:
Here is a cluster of 2 separate species, C3H11NO2 in total from the Open Molecules 2025 dataset. Energies are from the ωB97M-V functional and the def2-TZVPD basis.

The geometry in XYZ format:
```
17
C3H11NO2 the ωB97M-V functional and the def2-TZVPD basis
C 1.08410 -0.77579 0.76904
C 0.11517 0.29644 0.27444
C -1.29249 -0.10081 0.70458
O 0.23281 0.31936 -1.18488
N 2.51299 -0.63035 0.49131
H 0.93634 -0.87108 1.83816
H 0.76504 -1.68876 0.28356
H 0.29443 1.29563 0.66058
H -2.01691 0.61256 0.31419
H -1.53059 -1.07812 0.29918
H -1.34053 -0.11398 1.78841
H 0.87130 1.01225 -1.37376
H 3.05032 -0.53716 1.34097
H 2.76758 0.15853 -0.09139
H -2.73917 0.18838 -2.15142
H -1.39398 0.85854 -1.85353
O -2.31641 1.05437 -2.10944
```

## Properties
Charge: 0
Orbital gap: 10.139 eV
E_LUMO: 0.716 eV
SMILES: C[C@H](O)CN.O

=====

two:
Here is a cluster of 2 separate species, C3H11NO2 in total from the Open Molecules 2025 dataset. Energies are from the ωB97M-V functional and the def2-TZVPD basis.

The geometry in XYZ format:
```
17
C3H11NO2 the ωB97M-V functional and the def2-TZVPD basis
C -0.43456 -1.11544 0.34709
C 0.19753 -0.12757 -0.63131
C -0.68960 0.68081 -1.56594
O 1.17117 0.68768 0.06472
N 0.49268 -2.10482 0.84821
H -1.22774 -1.59196 -0.24499
H -0.96086 -0.54409 1.12436
H 0.73269 -0.74837 -1.37586
H -0.04861 1.29273 -2.20501
H -1.24909 1.36511 -0.91531
H -1.37473 0.16693 -2.23041
H 2.02644 0.44692 -0.30017
H 0.29891 -2.81469 1.51839
H 1.40702 -1.69350 0.84886
H 0.20223 2.66287 1.84683
H -0.01099 1.37351 1.20301
O -0.53248 2.06388 1.66753
```

## Properties
Charge: 0
Orbital gap: 9.608 eV
E_LUMO: 0.609 eV
SMILES: C[C@@H](O)CN.O

=====

According to the calculations, the structures order from most to least stable as one, two.

=====

one:
Here is a cluster of 3 separate species, C3H11NO2 in total from the Open Molecules 2025 dataset. Energies are from the ωB97M-V functional and the def2-TZVPD basis.

The geometry in XYZ format:
```
17
C3H11NO2 the ωB97M-V functional and the def2-TZVPD basis
C -1.78526 0.10640 2.09344
C -0.57159 0.30645 1.26921
C 0.70242 0.09606 1.62529
N 1.80227 0.23728 0.74144
H -2.55528 -0.41807 1.52689
H -2.18283 0.98902 2.59816
H -1.70109 -0.64885 2.90359
H -0.74858 0.31627 0.19689
H 0.91755 -0.35743 2.58388
H 2.46988 -0.49189 0.98732
H 1.52027 0.02330 -0.20947
H -0.85314 4.37891 -1.26151
H -0.34675 4.17811 -2.64155
O -0.12996 4.64529 -1.82316
H -0.04357 -4.77734 -3.55342
H -0.36973 -5.67466 -2.43219
O 0.21800 -4.97203 -2.65189
```

## Properties
Charge: 0
Orbital gap: 9.015 eV
E_LUMO: 0.833 eV
SMILES: C/C=C/N.O.O

=====

two:
Here is a cluster of 2 separate species, C3H11NO2 in total from the Open Molecules 2025 dataset. Energies are from the ωB97M-V functional and the def2-TZVPD basis.

The geometry in XYZ format:
```
17
C3H11NO2 the ωB97M-V functional and the def2-TZVPD basis
C 0.41118 0.56198 -0.53940
C 1.64813 1.10292 0.09305
C 2.86179 0.20392 0.31985
O 1.32701 1.33385 1.49513
N -0.80907 1.48551 -0.72039
H 0.73362 0.17070 -1.65131
H -0.00377 -0.44536 -0.25261
H 1.97170 1.93833 -0.46061
H 3.52317 -0.01291 -0.49013
H 3.52395 0.68490 1.12564
H 2.63031 -0.84689 0.65427
H 1.58101 2.15702 1.78357
H -0.31390 2.27789 -1.07822
H -0.90451 1.67778 0.22095
H -4.18580 -4.40900 -1.21404
H -4.18759 -3.73543 0.10069
O -4.85593 -3.96741 -0.61218
```

## Properties
Charge: 0
Orbital gap: 10.980 eV
E_LUMO: 0.760 eV
SMILES: C[C@H](O)CN.O

=====

According to the calculations, the structures order from most to least stable as one, two.

=====

one:
Here is a cluster of 2 separate species, C3H11NO2 in total from the Open Molecules 2025 dataset. Energies are from the ωB97M-V functional and the def2-TZVPD basis.

The geometry in XYZ format:
```
17
C3H11NO2 the ωB97M-V functional and the def2-TZVPD basis
C 1.06367 -0.02025 -1.89996
O 1.07768 1.02472 -0.94156
C 0.17174 -1.21142 -1.51674
H 2.05690 -0.39537 -2.16143
H 0.63575 0.39370 -2.81236
H 1.34646 0.66719 -0.09917
H 0.20207 -1.77378 -2.45579
H -0.87871 -0.94377 -1.45017
H 0.53019 -1.72525 -0.63807
N -1.62992 0.52713 1.25632
C -0.52941 -0.00421 1.97326
O 0.44841 0.95292 2.40264
H -1.35704 1.02387 0.41944
H -2.37749 0.98357 1.75046
H 0.00109 -0.67705 1.29822
H -0.87962 -0.62288 2.79374
H 0.11823 1.80086 2.08116
```

## Properties
Charge: 0
Orbital gap: 10.805 eV
E_LUMO: 0.996 eV
SMILES: CCO.NCO

=====

two:
Here is a cluster of 3 separate species, C3H11NO2 in total from the Open Molecules 2025 dataset. Energies are from the ωB97M-V functional and the def2-TZVPD basis.

The geometry in XYZ format:
```
17
C3H11NO2 the ωB97M-V functional and the def2-TZVPD basis
N 1.23186 -0.00311 1.61126
C -0.06367 0.64550 1.44491
C -2.04014 0.89824 -0.04210
C -0.96321 0.26315 0.25591
H 1.99036 0.43596 1.20387
H 1.12346 -0.98837 1.48490
H 0.03894 1.67953 1.43359
H -0.73308 0.33114 2.34162
H -2.65259 0.74090 -0.80153
H -2.32375 1.72966 0.54501
H -0.59156 -0.64971 -0.27631
H 2.20296 1.08351 3.01373
H 3.79281 1.61700 3.21890
O 2.85373 1.55924 3.63191
H -0.74741 -2.82871 -6.25480
H -2.07693 -2.39415 -6.62799
O -1.63424 -3.00629 -6.19593
```

## Properties
Charge: 0
Orbital gap: 10.449 eV
E_LUMO: 0.886 eV
SMILES: C=CCN.O.O

=====

three:
Here is a cluster of 2 separate species, C3H11NO2 in total from the Open Molecules 2025 dataset. Energies are from the ωB97M-V functional and the def2-TZVPD basis.

The geometry in XYZ format:
```
17
C3H11NO2 the ωB97M-V functional and the def2-TZVPD basis
C -1.84596 -0.20759 -0.14013
C -0.55040 0.61165 0.16587
C 0.39825 0.68661 -1.02507
O 1.54853 1.54845 -0.67225
N -2.67630 -0.76636 0.94315
H -2.36376 0.38539 -0.89062
H -1.38756 -1.04981 -0.66492
H -0.87320 1.64217 0.39219
H 0.15918 0.09232 0.97431
H 0.77656 -0.22959 -1.41349
H -0.05719 1.29364 -1.80939
H 2.24119 0.96256 -0.17645
H -3.54637 -1.21926 0.72863
H -2.05679 -1.41032 1.39267
H 3.10690 -0.83201 1.46781
H 4.01980 -0.83243 0.21994
O 3.10714 -0.67542 0.50775
```

## Properties
Charge: 0
Orbital gap: 9.322 eV
E_LUMO: 0.409 eV
SMILES: NCCCO.O

=====

four:
Here is a cluster of 3 separate species, C3H11NO2 in total from the Open Molecules 2025 dataset. Energies are from the ωB97M-V functional and the def2-TZVPD basis.

The geometry in XYZ format:
```
17
C3H11NO2 the ωB97M-V functional and the def2-TZVPD basis
C 1.77298 0.21214 -3.25026
C 1.55229 0.05764 -1.78551
C 0.56877 -0.69323 -1.32894
N 0.26767 -0.65502 0.13202
H 2.05242 1.21845 -3.55630
H 2.53954 -0.44513 -3.68616
H 0.88788 -0.16944 -3.75960
H 2.21240 0.59113 -1.10946
H -0.20756 -1.20329 -1.87919
H -0.25251 -1.47842 0.41243
H 1.21451 -0.84738 0.44414
H -1.70392 1.32658 0.74549
H -0.49079 1.15900 1.61741
O -1.33131 1.64503 1.57250
H -1.78457 -0.06287 2.93925
H -2.82374 -1.08912 3.33281
O -2.04612 -0.64228 3.65961
```

## Properties
Charge: 0
Orbital gap: 9.721 eV
E_LUMO: 0.714 eV
SMILES: C/C=C/N.O.O

=====

According to the calculations, the structures order from most to least stable as one, four, three, two.